[1]
DFT (wB97M-V/def2-TZVPD) results for a single C6H10S2 molecule in a non-equilibrium geometry.

```
18
Properties=species:S:1:pos:R:3:forces:R:3:mulliken_charge:R:1
S 2.175605 -0.408037 0.129814 -3.4 -0.7 -2.6 -0.1401
S 3.379305 -0.674571 -2.608357 -2.9 0.0 1.3 -0.1889
C -1.975050 0.753652 0.303867 -0.1 -1.7 -0.5 -0.9646
C -0.486959 0.680647 0.138174 1.5 -2.3 2.1 0.7222
C 1.961389 -0.709507 -1.658776 1.8 -1.4 -0.8 -0.1203
C 0.214148 2.069324 0.187206 0.0 -1.1 -1.7 -0.6777
C 0.220159 -0.523508 0.227597 0.5 0.7 1.2 -0.3509
C -0.124481 -1.997845 0.809360 0.7 -0.2 0.9 -0.9149
H -2.441471 -0.306247 0.562162 0.8 2.4 -0.1 0.2770
H 1.281324 1.608051 0.102897 -1.3 2.4 0.8 0.1686
H -1.129621 -2.050761 1.269097 0.3 0.3 -0.5 0.3372
H -0.177919 2.744078 1.134078 1.4 -1.8 -2.6 0.3327
H 0.572107 -1.953573 1.741672 -1.0 -0.7 -1.7 0.2523
H 0.878166 -1.171855 -2.027241 2.9 1.6 1.0 0.2678
H -0.001446 -3.111958 0.263336 0.1 3.6 0.8 0.2334
H -2.251224 0.902783 -0.794718 -0.7 0.7 1.7 0.2557
H -2.085333 1.588930 1.097661 -0.9 -1.4 -1.7 0.2740
H -0.008701 2.560398 -0.877829 0.4 -0.5 2.5 0.2365
```
Positions in Å, forces in eV/Å.

## Properties
lowest unoccupied orbital energy: -0.01480 Eh
structure (SMILES): CC(C)=C(C)SC=S
orbital gap: 8.1828 eV

---

[2]
DFT (wB97M-V/def2-TZVPD) results for a gas-phase ion, C7H12NO (charge +1) in a non-equilibrium geometry.

```
21
Properties=species:S:1:pos:R:3:forces:R:3:lowdin_spin:R:1
O -0.625375 1.953741 -0.223032 -0.7 -0.3 0.6 0.8552
N -0.515988 -0.893920 0.206763 0.0 1.8 -1.0 0.0372
C 1.662267 -0.329607 -0.928064 -0.7 0.6 0.2 0.0403
C 0.620402 0.299029 2.024560 -0.3 -1.4 -1.7 0.0028
C 2.823479 0.002527 -1.059687 -2.1 -0.8 0.4 0.2747
C -1.388687 1.292685 0.708862 -0.4 0.9 1.4 0.0921
C 0.276694 -0.432053 -1.018170 1.5 -0.8 2.8 0.4239
C -0.323438 -0.570823 -2.267965 -2.7 -1.1 -4.1 0.0893
C -0.785632 0.095561 1.359949 0.8 -2.1 1.0 0.0158
H -1.637720 -0.484621 1.920702 1.8 1.3 -0.4 -0.0006
H -1.627997 1.963327 1.605779 -0.1 -0.2 -1.4 0.0401
H -1.441260 -0.463738 -2.336555 1.0 0.5 0.3 0.0079
H -0.016720 -1.627745 0.632208 0.6 -1.7 0.5 0.0072
H -0.192815 -1.519238 -2.849834 0.1 -0.4 1.1 0.0469
H 0.659193 0.898268 2.918198 -0.2 -0.1 0.4 0.0001
H -1.459594 -1.165622 -0.046457 0.1 -0.6 -0.6 0.0006
H 0.174614 -0.009091 -3.053811 -0.1 1.1 0.3 0.0139
H 3.832384 -0.060796 -1.187629 2.2 0.3 -0.2 0.0212
H 1.074958 0.858034 1.208420 0.6 0.3 0.3 0.0009
H 1.227375 -0.687824 2.067578 -1.2 1.6 0.5 0.0002
H -2.336142 0.881906 0.318186 -0.2 1.1 -0.4 0.0306
```
Positions in Å, forces in eV/Å.

## Properties
lowest unoccupied orbital energy (alpha / beta): -0.12017 / -0.22692 Eh
2S+1: 3
orbital gap (alpha / beta): 9.0142 / 8.3434 eV
charge: +1

---

[3]
DFT (wB97M-V/def2-TZVPD) results for 14 unconnected molecules or ions with the total composition C4H39N2O14 in a non-equilibrium geometry.

```
59
Properties=species:S:1:pos:R:3:forces:R:3:mulliken_charge:R:1
O 2.162816 -0.602179 2.461008 0.9 0.0 0.5 -0.7968
O -0.979838 -0.631054 -3.297777 1.0 -0.3 -0.9 -0.8048
O 1.995566 -2.255300 -1.930620 0.4 -1.0 -1.9 -0.7604
O -2.361090 0.265956 2.634593 -1.0 1.2 2.0 -0.8602
O -3.229361 -2.402765 -0.464430 0.1 0.8 0.1 -0.6507
O 4.460988 -0.056035 -1.362422 -0.6 -0.1 -0.3 -0.6475
O -2.865641 1.585945 -1.495130 2.2 2.2 -2.4 -0.6639
O 2.232258 0.270205 -2.834798 0.2 -0.5 -0.6 -0.6798
O -1.444503 3.491462 -0.216451 0.9 -0.1 0.3 -0.6727
O -1.095394 2.431399 2.227170 1.9 -0.3 0.1 -0.8304
O -3.885013 0.034984 0.449398 2.5 -0.5 0.2 -0.7633
O -0.304458 -1.368884 3.134328 3.2 -1.3 -1.5 -0.5974
O 3.323409 -1.778636 0.328528 1.9 0.0 -2.2 -0.8091
O 1.563800 2.007333 2.238521 0.2 3.5 0.8 -0.6495
N -0.153876 0.496700 -0.839258 2.0 -1.7 1.8 0.6878
N -0.515197 -2.309466 -1.108147 1.6 -0.2 0.6 0.3165
C -0.452377 -0.294008 0.376703 -2.1 -0.5 -0.9 1.3688
C 0.004301 -1.750452 0.192333 0.9 -0.6 1.2 -0.6438
C 1.605660 1.384328 -2.257651 0.2 0.8 0.5 -0.7728
C 1.202700 1.108081 -0.794884 -0.6 0.6 -0.6 -0.1527
H -0.091815 -0.286733 -3.513967 -0.3 -0.5 -0.3 0.3399
H 5.162743 0.578922 -1.477723 0.3 0.2 -0.1 0.2567
H -1.472546 -2.595428 -1.021232 -1.1 -0.3 0.3 0.6007
H -0.856486 1.159373 -0.998505 -0.8 1.2 -0.1 0.1126
H 2.945944 -1.301870 1.043081 -0.6 0.8 1.4 0.3739
H -1.987458 4.260777 -0.113004 -0.4 0.8 0.0 0.2883
H 1.125127 -1.792334 0.225266 -1.2 0.0 -0.5 -0.2176
H -0.482533 -1.584844 -1.834395 -0.1 0.4 -0.3 -0.0724
H 1.892455 -0.559074 -2.456791 0.0 -0.2 0.0 0.5191
H 1.940674 0.440527 -0.305247 -0.5 0.1 -0.5 0.1176
H 2.146638 2.541344 2.844274 -0.9 -0.9 -0.9 0.2920
H -3.817661 -3.049606 -0.074096 -0.2 -0.1 0.1 0.2936
H 2.474347 -2.127436 -1.099313 0.7 -0.1 0.8 0.4331
H 3.748663 0.120221 -2.037576 0.6 0.0 0.4 0.4146
H -4.748249 0.279286 0.659339 -2.4 0.6 0.5 0.2629
H -1.301908 0.110356 -2.805712 -0.8 0.7 0.7 0.3777
H 2.377579 2.178239 -2.288404 -0.7 -0.1 -0.1 0.3740
H -0.294531 -2.399795 1.074461 0.0 0.8 -1.4 0.3811
H 1.244424 2.040947 -0.202251 -0.3 -0.3 -0.3 0.3690
H -0.999094 -0.805704 2.917388 -2.7 1.8 -0.2 0.3193
H -2.857392 0.482744 3.484091 0.7 -0.7 -1.5 0.2938
H 1.818660 1.116585 2.317845 0.9 -2.3 0.3 0.4235
H -3.350748 0.117601 1.303495 -0.4 0.0 -0.4 0.3584
H -3.553972 1.722601 -2.122500 -0.8 0.3 -0.9 0.3242
H -0.381647 -1.723013 3.980967 -0.5 -0.7 2.2 0.2857
H -3.534319 -1.496367 -0.168868 0.1 -1.1 -0.2 0.3342
H 2.805278 -0.858131 3.153496 -0.6 0.2 -0.5 0.2919
H -3.199178 1.017144 -0.874510 -1.6 -2.6 2.9 0.3469
H -1.591868 -0.321423 0.554452 1.9 0.2 -0.5 -1.3112
H 0.713889 1.665305 -2.886864 0.7 0.1 0.7 0.2264
H 0.091035 -3.066065 -1.471671 -0.3 0.5 0.4 0.4437
H -1.830900 1.152991 2.511703 -0.1 -0.2 -0.4 0.4867
H -1.226300 2.838521 1.334269 0.0 -0.1 0.3 0.4339
H 2.624650 -2.699646 -2.556414 -0.8 0.6 0.9 0.2855
H 3.981763 -1.143001 -0.119749 -1.0 -0.9 0.6 0.3855
H -1.965920 2.869407 -0.730865 -0.5 -0.2 -0.4 0.3594
H -0.026385 0.124429 1.280657 0.2 0.1 0.0 -0.2003
H -0.070361 2.297445 2.305205 -1.8 0.3 -0.1 0.4190
H 1.282624 -0.931928 2.728681 -0.3 -0.2 0.3 0.3592
```
Positions in Å, forces in eV/Å.

## Properties
lowest unoccupied orbital energy: -0.08544 Eh
orbital gap: 9.7086 eV
charge: +1

---

[4]
DFT (wB97M-V/def2-TZVPD) results for 2 unconnected molecules or ions with the total composition CF3NO2S in a non-equilibrium geometry.

```
8
Properties=species:S:1:pos:R:3:forces:R:3:mulliken_charge:R:1
S -3.238405 0.820400 -0.220011 -0.7 0.4 -0.1 0.0364
F 2.039943 1.306111 -0.454640 0.9 0.3 0.1 -0.1804
F 1.357725 0.295334 1.366503 0.7 0.0 0.7 -0.1690
F 1.949528 -0.881348 -0.386796 0.9 -0.4 0.1 -0.1823
O -0.951596 0.342826 -0.734440 -0.1 0.0 0.0 -0.4689
O -1.732261 -0.953051 0.817744 0.0 0.0 0.0 -0.4856
N -1.845524 -0.056648 0.025433 0.8 -0.5 0.1 0.8276
C 1.512786 0.246214 0.077902 -2.5 0.1 -0.8 0.6221
```
Positions in Å, forces in eV/Å.

## Properties
lowest unoccupied orbital energy (alpha / beta): -0.01857 / -0.12347 Eh
orbital gap (alpha / beta): 10.3962 / 5.0182 eV

---

Computed values of calculated total energy (unit: a.u.) for the preceding records, in sequence: -1030.815117; -403.424998; -1338.520847; -940.895126.
Computed values of energy relative to the best compared isomer or geometry (same formula, charge and spin) (unit: kcal/mol) for the preceding records, in sequence: 102.2; 43.9; 11.9; 113.2.